Record 1
DFT (ωB97M-V/def2-TZVPD) results for C29H41F5P2SSc as an isolated structure in a non-equilibrium geometry.

Properties
HOMO-LUMO gap	4.22	eV
total charge	+1
HOMO energy	-0.29052	Eh
ΔE to the lowest compared entry with this formula, charge and spin	102.9	kcal per mole

Geometry (Å):
H: 3.6674 -4.2945 1.1603
H: 1.9063 -4.2080 1.4461
H: 1.8228 2.0285 -1.3836
H: 4.4265 -1.3854 -0.8240
C: -4.2911 0.0856 0.7308
C: 2.7994 -3.6094 1.1722
C: 2.1306 1.5959 1.8462
C: 2.2897 -4.3840 -1.5452
H: 2.9414 0.3038 -1.0662
C: 2.9765 0.5307 1.0796
H: -0.6326 0.6185 -4.4696
C: -0.8401 2.0276 -2.8680
H: 0.9562 1.8972 3.6566
H: 2.3844 -4.1295 -2.6112
C: -2.2661 2.1813 -2.7360
H: 5.1463 -1.5122 1.3401
H: -0.0776 3.2284 0.9898
H: 1.9752 -3.5590 4.2301
P: 2.5744 -2.9276 -0.5215
H: 1.3064 -1.1913 -1.3383
H: -0.0620 -2.3831 0.5243
H: 4.9542 -3.1018 -0.6167
H: 4.2224 -2.5569 -2.1666
H: 1.9174 -1.2921 2.1916
C: 1.1079 1.1580 2.8451
H: -1.8139 3.1413 1.2734
H: 0.9077 1.1614 -3.7543
F: -7.9464 -0.1085 -1.1760
H: -4.0437 2.5868 -3.8305
H: 4.8689 -0.8242 2.9788
C: -1.2541 2.9189 -0.7763
C: -4.3767 -0.6101 -0.4897
H: -0.6621 0.0747 3.1699
H: -4.1210 4.1422 -1.2343
C: 0.4242 -1.3882 0.6101
C: -0.1051 1.4800 -4.0375
H: 2.7835 -2.0533 4.7892
F: -5.7318 -1.2788 -2.3101
C: 0.3776 0.0526 2.8091
C: -6.7493 -0.0332 -0.5646
H: 3.3131 -0.1596 1.8703
C: -6.6201 0.6388 0.6572
C: -0.2249 2.5671 -1.7000
H: 0.3245 -2.0595 2.6589
H: 3.7578 -3.5230 4.4653
C: -2.5215 2.7245 -1.4218
H: -1.1111 4.6029 0.5505
C: 1.2158 2.9207 -1.5822
C: 4.8180 -1.7424 2.3694
H: 1.3245 -4.8634 -1.3440
C: -3.3160 1.7730 -3.7035
H: 2.8397 2.1708 2.4658
Sc: -1.7558 0.5900 -1.2141
H: -3.8235 3.1585 0.2168
F: -7.6966 1.2473 1.1856
C: 1.6972 -1.3388 -0.3085
H: -4.6281 2.4368 -1.2055
C: 2.5933 -0.1667 -0.1235
H: 3.9043 1.0773 0.7898
C: -1.0535 3.5032 0.5699
C: 4.2190 -2.4340 -1.0734
H: 0.0085 2.2323 -4.8334
H: -3.8808 0.8802 -3.3733
H: -2.8649 1.5606 -4.6792
H: 5.4920 -2.4921 2.8103
H: -0.2875 -0.5903 0.2478
S: -3.0321 -1.4529 -1.2366
H: 1.3977 3.6292 -0.7627
F: -5.3043 1.2438 2.5512
H: 1.7474 2.3116 1.1060
C: -5.6380 -0.6499 -1.1155
C: -5.4000 0.6581 1.3362
H: 3.0916 -5.0988 -1.3021
C: -3.8440 3.1338 -0.8812
H: 1.6057 3.3870 -2.5020
P: 3.1395 -2.4103 2.4623
C: 2.8800 -2.9427 4.1463
C: 0.7677 -1.2071 2.1038
F: -3.0286 0.3022 1.2757

Force components x, y, z for each atom (eV/Å):
H -0.47 -0.22 -0.35
H 0.39 0.31 -0.14
H 0.00 0.18 0.04
H -0.25 -0.35 0.06
C 0.56 -0.04 -0.43
C 0.73 -1.68 0.08
C 1.46 -0.29 0.42
C -0.26 -0.57 -0.33
H -0.17 -0.62 0.54
C 1.54 0.93 1.74
H 0.18 0.18 -0.03
C -0.84 0.50 0.48
H -0.69 -0.16 -0.82
H -0.18 -0.05 0.34
C 0.61 0.43 0.94
H -0.33 -0.07 0.55
H -0.30 0.08 -0.13
H 0.24 0.19 0.08
P 1.79 -0.50 1.80
H -0.01 -0.38 0.13
H -0.13 0.50 -0.36
H 0.02 0.05 -0.23
H 0.26 0.00 0.24
H -2.38 0.42 -0.19
C -0.25 1.07 -0.01
H 0.13 0.15 -0.07
H -0.28 0.05 -0.07
F 0.92 0.19 0.49
H 0.16 -0.23 -0.04
H -0.11 -0.45 -0.28
C -0.07 0.02 -1.03
C -0.53 0.57 0.33
H 0.71 -0.15 1.12
H 0.12 -0.36 0.11
C 0.62 -0.93 0.09
C 0.30 -0.23 -0.52
H -0.04 -0.27 -0.34
F -0.19 0.50 1.00
C -1.31 -0.59 -0.71
C -0.43 -0.07 -0.09
H -0.07 0.48 -0.22
C -0.55 0.04 0.26
C -0.85 0.16 0.07
H 0.23 0.35 -0.14
H -0.38 -0.03 0.34
C 0.88 0.01 -0.80
H -0.05 -0.29 -0.04
C 0.74 -0.21 0.18
C 1.27 -1.36 0.34
H 0.19 0.16 -0.11
C -0.50 -0.14 -0.46
H 0.16 0.06 -0.48
Sc 0.92 -0.39 1.19
H -0.12 0.03 -0.27
F 0.80 -0.48 -0.28
C -2.05 3.37 -1.06
H 0.00 0.21 0.12
C -1.42 -0.52 -1.97
H -0.40 -0.11 0.36
C 0.17 0.23 0.74
C 0.09 -0.28 -0.52
H -0.09 -0.19 0.20
H 0.15 0.30 -0.24
H -0.23 -0.03 0.16
H 0.46 0.37 -0.19
H 0.35 -0.35 0.18
S 0.30 -0.41 -0.21
H -0.15 -0.24 -0.21
F -0.03 -0.30 -1.11
H -0.36 -0.14 0.32
C 0.42 -0.18 -0.49
C -0.09 0.37 0.52
H -0.26 0.17 -0.10
C -0.50 0.01 0.22
H -0.35 -0.17 0.22
P 2.02 1.58 -0.07
C 0.49 -1.07 0.43
C -1.73 1.11 -0.79
F -0.99 -0.25 -0.53

Record 2
DFT (ωB97M-V/def2-TZVPD) results for C8H26FeO6 as an isolated structure in a non-equilibrium geometry.

Properties
HOMO-LUMO gap (spin up / spin down)	7.89 / 7.21	eV
2S+1	5
HOMO energy (spin up / spin down)	-0.27053 / -0.24573	Eh
ΔE to the lowest compared entry with this formula, charge and spin	2.6	kcal per mole

Geometry (Å):
H: 24.3172 -3.3320 15.7768
H: 22.4833 -6.0217 17.1724
H: 17.1594 -7.4343 15.6311
C: 18.0197 -6.9971 15.1209
O: 22.7607 -5.7077 14.6298
H: 19.9111 -3.4518 17.7876
H: 20.3408 -1.2505 16.0479
H: 18.8403 -5.9207 16.8215
H: 18.7988 -7.7581 15.1240
H: 23.4770 -6.1739 15.0653
O: 20.1671 -3.0969 16.9304
H: 17.6126 -2.0370 17.2242
H: 18.0936 -2.2139 15.5777
H: 21.6215 -7.6774 13.1511
Fe: 21.6019 -4.2428 15.7186
C: 22.9030 -5.9197 13.2034
O: 21.3813 -3.1594 14.0742
C: 23.5021 -0.6728 15.9506
H: 24.2915 -0.7185 15.1970
H: 19.9769 -1.2537 17.8106
O: 19.7149 -5.2952 15.0879
H: 17.7132 -6.7525 14.1026
C: 18.2915 -1.6225 16.4748
H: 22.5370 -0.6788 15.4453
C: 23.5723 -1.8717 16.8868
H: 24.4736 -1.8817 17.5036
H: 18.0023 -0.5928 16.2489
H: 23.6175 0.2756 16.4764
H: 19.4364 -4.9240 14.2401
H: 22.7028 -1.8782 17.5464
H: 17.8249 -4.9297 15.8367
H: 20.8272 -6.1446 12.7033
C: 18.5587 -5.7405 15.7844
O: 21.7934 -5.3896 17.3518
C: 19.7634 -1.7149 16.8431
H: 22.9169 -4.9405 12.7211
H: 21.8896 -2.4136 13.7864
H: 21.9110 -6.8800 11.5804
C: 21.7502 -6.7188 12.6525
H: 23.8660 -6.4065 13.0318
O: 23.4725 -3.1093 16.1793

Force components x, y, z for each atom (eV/Å):
H -0.07 0.05 -0.08
H 0.21 -0.42 0.21
H -0.05 0.23 0.11
C -0.10 0.12 0.19
O 0.61 -0.48 -0.74
H 0.21 -0.17 -0.01
H 0.26 -0.14 0.08
H 0.35 -0.15 -0.10
H 0.06 0.04 -0.23
H -0.10 -0.02 0.19
O -0.21 0.77 0.10
H 0.20 0.20 0.26
H 0.26 0.09 -0.10
H 0.00 -0.01 0.03
Fe -0.12 0.08 0.25
C -0.04 0.28 0.17
O -0.66 -0.76 0.41
C 0.12 -0.21 -0.03
H -0.03 -0.04 -0.02
H 0.01 0.29 -0.15
O -0.17 -0.08 -0.33
H 0.07 -0.22 -0.10
C -0.26 -0.13 -0.26
H 0.04 0.04 -0.09
C -0.29 0.02 0.01
H 0.00 0.12 -0.01
H 0.00 -0.03 0.16
H -0.05 -0.06 0.16
H 0.21 0.15 0.09
H 0.13 0.04 0.09
H -0.15 -0.07 -0.23
H -0.02 -0.02 0.30
C -0.21 -0.02 0.35
O -0.42 0.77 -0.52
C -0.54 -0.65 0.14
H 0.04 0.02 0.18
H 0.36 0.36 -0.07
H 0.12 -0.17 0.12
C -0.09 0.08 -0.51
H -0.08 -0.07 -0.08
O 0.40 0.15 0.06

Record 3
DFT (ωB97M-V/def2-TZVPD) results for C14H36MnN2O4 as an isolated structure in a non-equilibrium geometry.

Properties
HOMO-LUMO gap (spin up / spin down)	2.23 / 7.42	eV
2S+1	7
total charge	-1
HOMO energy (spin up / spin down)	0.01900 / -0.17338	Eh
ΔE to the lowest compared entry with this formula, charge and spin	12.8	kcal per mole

Geometry (Å):
H: -3.5918 -3.8005 -0.0639
Mn: 0.0096 -0.3073 -0.3214
C: 2.5993 1.0223 -3.5205
H: 3.0217 0.0340 -1.5700
N: 1.0389 -0.1727 -2.3202
H: 2.8508 0.5345 2.6287
C: 1.9342 1.8912 -1.2204
O: -1.3524 -0.7035 1.3581
C: -2.6095 -3.6700 -0.5180
C: -1.8842 -2.0104 1.2238
H: 1.2281 -0.9944 -2.8762
H: -0.7975 -0.7501 3.3962
C: 2.6407 -0.4771 2.9762
H: -3.5090 3.1003 0.7640
C: -3.9893 1.5075 -1.2396
O: -1.5051 1.0607 -0.8816
H: 1.6609 -0.4148 3.4497
H: -0.2750 -3.0743 -0.6710
C: -2.5869 1.9745 -0.7416
C: 2.6634 -1.3735 1.6444
H: 1.7040 1.3523 -4.0474
H: -2.7006 -4.0111 -1.5493
N: -0.7083 -2.2268 -1.0089
H: -4.8555 2.1343 -1.0280
C: -2.0125 -2.2709 -0.3047
H: 3.3260 -0.7448 3.7804
H: 2.7547 -2.4297 1.8976
O: 1.5973 -1.2619 0.7694
H: -4.2827 0.5636 -0.7801
H: -1.0412 0.8988 2.6057
O: 1.1316 1.6107 -0.0399
H: 3.9433 -0.0270 0.7155
H: -1.2219 -2.7047 1.7409
H: -2.4454 2.9242 -1.2575
C: 1.1535 2.6312 1.0149
H: 3.3504 1.8078 -3.6042
C: 2.2645 0.6121 -2.0996
H: 1.2973 2.5397 -1.8219
C: -1.3561 -0.1418 2.6848
H: 0.5830 2.1374 1.8016
H: -2.4034 -0.1415 2.9868
H: 2.8682 0.1334 -4.0911
H: 2.1578 2.7580 1.4190
H: -2.8340 -2.0459 1.7573
H: -1.7832 3.0733 1.0811
C: 3.9659 -1.1095 0.8409
H: 2.8830 2.3969 -1.0413
H: 4.0883 -1.6488 -0.0984
H: -2.6449 -1.4910 -0.7287
H: 0.4342 0.3482 -2.9392
H: -2.8521 1.7372 1.4782
H: -3.9500 1.3656 -2.3197
C: -2.6170 2.4760 0.7120
H: -2.0114 -4.5108 -0.1665
H: 4.9050 -1.2443 1.3777
H: 0.5588 3.5113 0.7700
H: -0.7936 -2.3779 -2.0038

Force components x, y, z for each atom (eV/Å):
H -0.18 0.14 0.11
Mn 0.63 0.48 0.08
C 0.90 0.39 -0.24
H -0.13 -0.18 -0.27
N -0.20 0.03 1.31
H 0.20 0.27 0.17
C -0.92 -0.73 -0.62
O 0.13 0.48 0.99
C -0.66 -0.62 -0.10
C 0.56 0.60 -0.47
H 0.31 -0.78 0.10
H 0.37 0.12 -0.10
C -0.41 -0.21 -1.43
H -0.11 0.64 0.17
C 0.50 -0.78 0.23
O -1.56 0.71 -0.73
H -0.27 -0.33 -0.27
H 1.01 -0.02 -0.02
C 1.48 -0.80 1.22
C 0.17 -0.65 -0.67
H -0.07 0.41 0.27
H -0.17 0.84 -0.40
N -0.63 -0.28 1.70
H 0.32 0.71 0.11
C -0.53 -1.43 -0.10
H 0.38 -0.22 -0.30
H -0.16 -0.45 0.82
O -0.37 0.78 0.66
H 0.29 -0.39 -0.02
H 0.29 -0.31 0.07
O 1.88 1.22 0.16
H 0.09 0.26 -0.81
H 0.26 -0.37 -0.23
H 0.54 0.22 -0.81
C -0.77 -2.18 -0.49
H 0.29 -0.05 -0.14
C -1.44 1.08 0.00
H 0.10 0.25 -0.30
C -0.87 -0.71 -1.09
H 0.05 0.03 0.16
H -0.17 0.12 0.37
H 0.50 0.01 0.07
H 0.07 0.48 -0.39
H -0.47 -0.12 -0.32
H 0.28 -0.13 -0.48
C 0.23 1.16 0.93
H 0.02 0.07 0.56
H -0.60 0.06 0.02
H -0.07 -0.01 0.07
H -0.45 0.37 0.11
H 0.30 -0.56 -0.22
H 0.05 -0.13 -0.01
C -1.71 0.08 0.39
H 0.50 0.34 0.75
H 0.07 -0.39 0.52
H 0.56 0.27 -0.42
H -0.41 0.16 -0.67

Record 4
DFT (ωB97M-V/def2-TZVPD) results for a 2-piece molecular cluster, C3H4N2OS overall in a non-equilibrium geometry.

Properties
HOMO-LUMO gap	8.61	eV
HOMO energy	-0.29944	Eh
ΔE to the lowest compared entry with this formula, charge and spin	60.0	kcal per mole
SMILES	N=C=CS.N=C=O

Geometry (Å):
H: 1.6868 -1.8761 0.6766
O: 1.6716 0.3661 -1.4670
H: 0.0905 3.0529 -0.0146
C: -0.6531 1.3477 0.1855
N: 1.2695 -1.5624 -0.2005
N: -0.7269 2.5865 0.0434
C: -0.9733 0.0877 0.4679
H: -1.4267 -2.0879 0.2855
H: -0.8630 -0.2128 1.4517
C: 1.5271 -0.5353 -0.7737
S: -1.6025 -1.1664 -0.6548

Force components x, y, z for each atom (eV/Å):
H -0.20 0.31 -0.63
O 0.20 1.53 -0.86
H 3.57 1.95 -0.74
C -1.36 0.71 0.13
N 0.89 -0.90 1.11
N -2.97 -3.85 0.90
C -0.18 1.51 -2.27
H 0.02 -0.41 -0.14
H 0.08 -0.42 1.79
C 0.17 -1.31 0.38
S -0.21 0.88 0.33